ORCA calculation (ωB97M-V with the def2-TZVPD basis set) on 7 unconnected molecules or ions with the total composition C56H120N6O7 in a non-equilibrium geometry.

Last column: Mulliken charge in e.
CARTESIAN COORDINATES (ANGSTROEM)
H -5.575 1.963 2.412  0.499
H -0.487 3.309 -1.546  -0.402
O 1.303 -0.114 -4.152  -0.432
C -6.188 0.816 -1.104  0.717
H 4.302 2.059 -3.564  0.705
O -4.259 -1.591 1.893  -0.322
H 3.563 -2.457 -2.071  0.016
H -2.836 -0.200 -1.422  0.664
H -1.011 4.970 -1.391  -0.196
H -1.633 2.033 -3.459  -0.088
H 1.803 4.028 -1.349  -0.517
H -4.406 6.533 -3.345  0.422
H 1.983 -0.607 -1.767  -0.096
H -5.469 1.653 -1.104  -0.620
H -4.504 1.805 1.003  0.254
H -1.011 -0.178 2.953  0.202
C 0.315 -1.230 4.348  1.693
H 3.184 -1.385 7.155  0.411
H 2.802 0.608 -6.032  0.234
H -4.195 3.162 -4.946  0.413
H -7.595 -1.013 2.365  0.396
H 3.130 -2.150 -6.049  0.258
H -0.824 -8.687 -1.321  0.499
C 0.264 -5.103 0.580  -0.594
H -0.068 6.063 -3.216  0.393
O 4.475 5.877 0.266  -0.475
C -1.445 -8.820 -0.460  -2.117
H -1.162 -9.733 0.049  0.469
C -0.938 -1.849 4.942  -1.894
O 0.754 -0.176 6.426  -0.489
H -0.534 0.855 4.269  0.416
H -2.579 3.602 -0.173  0.637
C -4.267 3.117 -3.851  -1.756
O 0.847 -8.597 1.319  -0.503
H 3.371 3.671 3.917  0.334
H 0.903 4.662 -3.275  0.119
H 3.362 0.330 6.949  0.406
C 3.511 1.383 -3.309  -2.084
C -6.782 -0.327 2.662  -1.705
H 4.488 1.123 -5.731  0.433
H 2.318 -0.684 2.349  -0.821
H 1.474 7.200 0.448  0.428
H 0.663 0.430 2.969  -1.115
C 1.130 4.696 1.501  -0.726
C 2.718 0.990 4.627  -0.922
N 1.353 -1.002 5.508  0.003
N -5.275 -1.157 0.946  -0.066
H -1.571 -2.135 4.044  0.133
H 2.320 6.557 -1.154  0.464
H 2.593 -6.399 -0.023  0.403
C -4.376 -2.574 -0.731  -2.309
H 0.260 4.112 1.045  -0.493
H -2.727 2.541 -1.604  -0.777
H -1.552 -4.243 0.009  0.053
H -4.569 -2.425 2.117  0.305
H 2.796 -2.309 2.162  0.395
C 0.857 -6.303 1.351  1.409
H 5.812 -0.108 -3.881  0.402
H 2.526 1.876 -3.565  0.259
H -2.827 -6.361 -0.061  0.497
H 3.777 1.227 4.363  0.342
H 3.374 4.192 -1.009  0.703
H -2.588 -0.768 0.240  0.081
H 4.860 -0.485 -2.343  0.293
H -5.718 5.273 -3.306  0.429
C 4.919 -0.622 -3.435  -1.242
C 3.754 0.295 -5.590  -1.491
C 4.996 -2.116 -3.600  -1.131
H 0.732 6.093 -0.672  0.212
H 1.187 -5.423 3.276  0.390
C 4.000 4.633 2.172  1.359
H 1.372 -2.421 -5.737  0.376
C 2.933 4.337 3.235  -1.631
C -4.778 5.579 -3.725  -2.002
C -3.735 4.483 -1.797  -1.683
H 5.274 -2.410 -4.563  0.436
H -1.329 -8.746 2.359  0.387
C 2.303 -1.659 2.904  1.365
H 3.589 -2.367 4.521  0.392
H -4.744 4.188 -1.399  0.374
H 3.529 1.416 -2.175  0.079
H 2.859 5.395 3.662  0.472
N 3.403 5.565 1.174  0.237
C -3.753 4.490 -3.356  1.696
C 2.439 4.061 -0.498  -0.323
H -4.786 5.604 -4.787  0.517
H 0.440 -0.749 7.124  0.373
H 4.563 -0.840 6.196  0.392
H 0.410 -2.191 -3.423  0.336
C -4.901 1.271 1.869  -1.464
C 5.145 5.577 2.874  -1.896
N -2.454 4.969 -3.754  0.085
C -0.090 5.068 -3.684  -1.627
H -0.224 0.218 -1.424  0.098
N 2.479 -0.759 -3.602  1.242
H 2.837 -5.331 1.511  0.183
C -5.886 0.103 1.413  1.386
H -3.571 -2.990 -0.134  0.123
H -1.498 -6.244 -1.099  0.393
H -3.738 2.173 -3.573  0.003
C 4.731 3.412 1.646  -1.181
C -1.267 4.014 -1.768  -0.360
H 4.525 6.824 0.369  0.373
H 1.370 -0.295 -5.108  0.273
H -2.720 5.942 -5.521  0.328
O 1.780 -0.310 -0.892  -0.727
H 5.304 3.716 0.713  0.289
H -7.742 0.129 0.238  0.392
H 0.811 5.641 1.951  0.716
C 1.283 -2.775 -3.134  -1.569
C -6.836 0.702 0.293  -1.690
H 2.559 -3.696 -5.394  0.476
H 0.580 -5.118 -0.418  0.712
H -4.089 0.985 2.463  0.288
C -0.958 2.801 -3.873  -0.514
H 1.161 -9.194 0.555  0.395
H 3.713 -3.850 -3.168  0.615
H -2.815 -8.387 1.550  0.537
H -0.450 -6.201 3.236  0.161
H 2.896 -7.235 1.587  0.330
H -7.104 0.616 3.131  0.370
N 0.331 -7.501 0.634  -0.003
C 3.230 -1.442 4.063  -2.326
C 1.713 3.827 2.579  1.440
H 5.455 5.172 3.836  0.405
H 0.993 -3.195 3.590  -0.528
C -1.217 4.179 -3.280  2.061
C 0.671 0.625 -0.893  1.464
H 4.159 -1.101 3.696  0.652
H 2.052 1.004 3.716  -0.258
H 0.053 2.477 -3.640  -0.247
C 2.208 5.149 0.474  1.505
C 2.407 -6.301 1.082  -1.605
C 0.626 -6.327 2.890  -1.348
C -5.573 -0.552 -1.496  -1.393
H -4.981 -0.448 -2.443  0.349
H -1.594 -5.059 1.642  0.211
H 0.295 -2.054 2.358  -0.007
C 2.434 -2.598 -5.410  -1.687
H 4.266 -0.455 -6.204  0.434
H -2.007 -7.128 2.528  0.260
H -6.348 -1.263 -1.798  0.367
H 2.251 1.685 5.348  0.580
H 1.980 2.838 2.193  -1.319
C 2.505 -2.242 -3.855  1.601
C -1.247 -5.141 0.595  0.095
H 5.365 3.202 2.533  0.539
C -0.151 0.071 3.597  0.155
H -0.141 5.219 -4.763  0.519
H -2.490 -8.944 -0.730  0.407
C 0.919 -2.157 3.250  -0.208
H 1.419 1.087 1.101  -1.102
H 0.597 -4.134 1.061  -0.537
H 6.003 5.630 2.245  0.445
H 0.116 -0.022 1.056  -0.153
H -7.054 1.246 -1.730  0.425
H -5.296 -3.108 -0.572  0.641
C 3.620 -0.005 -4.008  1.550
C 0.463 0.835 0.531  0.358
H 4.136 2.465 1.501  -0.171
H -1.431 -1.121 5.555  0.585
H 4.670 6.554 3.020  0.477
H -3.578 5.534 -1.464  0.366
H -0.256 1.663 0.770  0.030
H -5.266 2.983 -3.699  0.623
H 0.856 3.680 3.320  0.549
C 3.725 -2.787 -3.132  -1.016
C -1.769 -6.387 -0.041  -1.787
H 5.831 -2.504 -3.073  0.564
H 1.031 1.490 -1.416  -0.757
H 2.494 3.145 0.090  -0.395
C -2.590 3.586 -1.273  0.698
C 1.708 6.401 -0.265  -1.622
H 1.068 -7.153 3.403  0.466
C 2.702 -0.515 5.161  1.962
H -6.195 -0.766 3.489  0.351
C -1.155 -7.617 0.501  2.048
C -4.682 -1.130 -0.403  2.269
H 1.168 -3.906 -3.249  0.401
C -1.848 -7.964 1.842  -1.828
H -3.524 0.764 -0.158  -0.629
C 3.525 -0.614 6.460  -2.025
H -7.095 1.639 0.657  0.576
C -3.304 -0.311 -0.455  -0.627
H 1.445 -2.554 -2.055  0.172
H -4.075 -2.683 -1.795  0.357
H -0.776 -2.787 5.553  0.380
O -2.385 5.101 -5.268  -0.544
H -1.096 2.804 -4.940  0.488

The LUMO energy is 0.51 eV. The calculation puts the HOMO energy at -8.198 eV. Its energy relative to the best compared isomer or geometry (same formula, charge and spin) is 83.3 kcal/mol. The calculation puts the total energy at -83281.2213 eV.